[1]
C25H72O11 | ωB97M-V with the def2-TZVPD basis set

Computed properties:
Kohn-Sham gap: 9.851 eV
E: -1823.2348 Eh
HOMO energy: -9.60 eV
LUMO level: 0.25 eV
F_max: 2.3 eV Å⁻¹
SMILES string: CC(C)O.CC(C)O.CC(C)O.CCO.CCO.CCO.CCO.CCO.CCO.CCO.CCO

Geometry as ORCA input:
```
! RIJCOSX wB97M-V def2-TZVPD def2/J DEFGRID3
* xyz 0 1
C -1.721 -5.907 -1.346
C -0.328 -6.292 -0.812
O -0.077 -5.565 0.361
H -1.838 -6.423 -2.307
H -1.750 -4.838 -1.547
H -2.556 -6.257 -0.742
H 0.376 -6.023 -1.604
H -0.366 -7.376 -0.665
H 0.869 -5.392 0.471
C -5.051 0.941 1.663
C -4.559 -0.419 1.172
O -5.655 -1.346 1.253
H -6.008 1.124 1.187
H -4.274 1.587 1.229
H -4.989 1.117 2.733
H -3.724 -0.856 1.722
H -4.314 -0.344 0.106
H -5.425 -2.247 1.021
C 3.882 1.891 3.752
C 3.089 1.049 2.761
O 3.897 0.746 1.625
H 3.404 2.083 4.712
H 4.152 2.825 3.255
H 4.823 1.396 4.020
H 2.215 1.603 2.441
H 2.743 0.160 3.299
H 4.597 0.141 1.883
C 0.829 1.832 -3.604
C 1.659 2.670 -4.543
O 1.803 1.989 -5.770
H -0.136 1.623 -4.071
H 0.615 2.387 -2.688
H 1.227 0.868 -3.281
H 2.636 2.956 -4.130
H 1.107 3.611 -4.692
H 2.339 2.476 -6.398
C -1.208 5.029 1.525
C -1.407 3.563 1.266
O -1.009 2.760 2.409
H -1.027 5.541 0.579
H -0.356 5.219 2.175
H -2.123 5.428 1.964
H -0.774 3.164 0.462
H -2.439 3.247 1.080
H -0.832 1.871 2.060
C 3.384 3.999 0.304
C 2.637 3.179 -0.770
O 2.131 1.966 -0.242
H 3.954 4.782 -0.201
H 4.084 3.310 0.781
H 2.746 4.469 1.048
H 3.285 2.996 -1.629
H 1.845 3.851 -1.108
H 2.887 1.561 0.240
C -1.534 -0.921 4.612
C -2.588 0.055 4.117
O -2.953 0.949 5.176
H -1.241 -1.622 3.826
H -1.938 -1.533 5.418
H -0.673 -0.363 4.982
H -3.517 -0.496 3.945
H -2.340 0.608 3.210
H -2.366 1.713 5.146
C 1.299 -3.129 -3.174
C 2.493 -2.183 -3.066
O 2.938 -1.724 -4.332
H 0.506 -2.594 -3.713
H 0.869 -3.432 -2.219
H 1.496 -3.998 -3.802
H 3.310 -2.767 -2.634
H 2.294 -1.333 -2.405
H 2.302 -1.066 -4.635
C -3.327 3.168 -2.259
C -4.440 4.136 -2.616
C -5.371 4.449 -1.452
O -3.795 5.350 -3.053
H -2.623 3.141 -3.090
H -3.760 2.174 -2.123
H -2.810 3.434 -1.336
H -4.954 3.671 -3.465
H -6.095 5.221 -1.702
H -4.714 4.844 -0.671
H -5.800 3.521 -1.076
H -4.511 5.965 -3.255
C 3.284 -3.829 0.596
C 3.832 -5.230 0.533
C 4.456 -5.618 1.878
O 2.728 -6.118 0.215
H 2.950 -3.483 -0.388
H 4.026 -3.122 0.958
H 2.340 -3.882 1.141
H 4.571 -5.441 -0.243
H 5.350 -5.006 2.027
H 4.757 -6.668 1.843
H 3.846 -5.498 2.773
H 3.065 -6.764 -0.407
C -0.710 -0.277 -1.032
C -0.406 -0.595 0.411
C 0.620 -1.700 0.594
O 0.076 0.577 1.106
H -0.902 -1.246 -1.507
H 0.126 0.177 -1.573
H -1.526 0.421 -1.221
H -1.360 -0.771 0.915
H 1.521 -1.451 0.030
H 0.203 -2.676 0.334
H 0.918 -1.757 1.642
H 0.809 0.990 0.611
*
```

[2]
C5H9N | ωB97M-V with the def2-TZVPD basis set

Computed properties:
Kohn-Sham gap: 9.876 eV
E: -250.5931 Eh
HOMO energy: -8.86 eV
LUMO level: 1.02 eV
F_max: 2.2 eV Å⁻¹
SMILES string: C=NC(=C)CC

Geometry as ORCA input:
```
! RIJCOSX wB97M-V def2-TZVPD def2/J DEFGRID3
* xyz 0 1
C 1.330 -0.516 -1.461
C 0.809 -0.865 -0.078
C -0.046 0.265 0.503
C 0.215 0.877 1.662
C -2.271 0.532 0.058
N -1.086 0.674 -0.388
H 2.226 -1.034 -1.849
H 0.547 -0.811 -2.147
H 1.555 0.563 -1.519
H 1.637 -1.122 0.590
H 0.106 -1.681 0.073
H 1.208 0.844 2.095
H -0.546 1.505 2.115
H -3.119 1.072 -0.370
H -2.565 -0.303 0.714
*
```

[3]
C27H63N9O9 | ωB97M-V with the def2-TZVPD basis set

Computed properties:
Kohn-Sham gap: 8.101 eV
E: -2236.5132 Eh
HOMO energy: -8.07 eV
LUMO level: 0.03 eV
F_max: 2.1 eV Å⁻¹
SMILES string: CN(C)C=O.CN(C)C=O.CN(C)C=O.CN(C)C=O.CN(C)C=O.CN(C)C=O.CN(C)C=O.CN(C)C=O.CN(C)C=O

Geometry as ORCA input:
```
! RIJCOSX wB97M-V def2-TZVPD def2/J DEFGRID3
* xyz 0 1
C 0.393 -0.225 -0.948
O -0.543 -0.083 -1.720
N 0.291 -0.069 0.380
C 1.348 -0.387 1.327
C -0.961 0.340 0.987
H 1.407 -0.516 -1.253
H 2.146 -0.855 0.752
H 0.943 -1.146 2.005
H 1.602 0.481 1.933
H -1.615 0.798 0.249
H -1.452 -0.470 1.525
H -0.776 1.172 1.671
C -1.198 5.545 -1.849
O -1.517 6.158 -2.853
N -1.093 4.223 -1.714
C -0.872 3.615 -0.426
C -1.345 3.305 -2.820
H -0.935 6.089 -0.927
H -0.188 2.766 -0.454
H -1.816 3.202 -0.043
H -0.501 4.343 0.293
H -2.349 2.925 -2.603
H -1.269 3.724 -3.816
H -0.781 2.373 -2.792
C -3.036 1.044 4.403
O -2.619 1.835 3.566
N -4.299 0.648 4.500
C -4.822 -0.290 5.484
C -5.296 1.155 3.567
H -2.388 0.497 5.109
H -3.958 -0.748 5.964
H -5.533 -1.008 5.080
H -5.435 0.300 6.175
H -4.885 1.457 2.607
H -6.073 0.411 3.406
H -5.771 2.057 3.969
C 0.716 2.725 3.659
O 1.595 2.701 2.820
N 0.766 3.474 4.797
C -0.051 3.147 5.937
C 1.801 4.455 5.061
H -0.167 2.062 3.681
H -0.935 2.560 5.701
H -0.387 4.081 6.398
H 0.507 2.619 6.720
H 2.324 4.318 6.005
H 2.517 4.677 4.273
H 1.254 5.411 5.066
C -0.746 -2.455 4.856
O -0.691 -1.501 4.096
N -0.771 -2.355 6.198
C -0.727 -3.547 7.022
C -0.782 -1.108 6.919
H -0.745 -3.467 4.437
H -0.278 -3.335 7.996
H -0.063 -4.291 6.584
H -1.709 -3.935 7.309
H -1.753 -0.916 7.387
H -0.040 -1.092 7.718
H -0.554 -0.273 6.262
C 4.896 -3.502 -2.980
O 5.450 -3.508 -4.067
N 3.612 -3.900 -2.803
C 2.996 -3.761 -1.484
C 2.831 -4.480 -3.858
H 5.361 -3.066 -2.087
H 2.122 -3.111 -1.565
H 3.721 -3.406 -0.760
H 2.617 -4.744 -1.189
H 3.357 -4.483 -4.808
H 2.481 -5.482 -3.605
H 1.928 -3.895 -4.052
C 3.857 -0.066 -3.494
O 3.130 0.492 -2.690
N 5.177 0.198 -3.611
C 5.931 -0.468 -4.672
C 5.891 1.171 -2.827
H 3.524 -0.780 -4.260
H 6.791 -0.973 -4.221
H 6.317 0.217 -5.426
H 5.372 -1.297 -5.094
H 6.513 1.826 -3.433
H 5.269 1.738 -2.140
H 6.553 0.618 -2.147
C -3.473 0.134 -2.771
O -3.269 0.943 -3.657
N -3.948 -1.113 -2.903
C -3.782 -2.093 -1.860
C -4.539 -1.559 -4.157
H -3.201 0.356 -1.727
H -3.099 -2.860 -2.241
H -4.747 -2.531 -1.585
H -3.364 -1.738 -0.920
H -5.556 -1.926 -4.013
H -4.545 -0.740 -4.866
H -3.928 -2.398 -4.503
C 0.313 0.811 -5.346
O 0.771 1.614 -6.128
N 0.552 -0.523 -5.366
C -0.149 -1.426 -4.465
C 1.316 -1.120 -6.417
H -0.363 1.059 -4.518
H 0.470 -1.683 -3.608
H -0.555 -2.248 -5.058
H -1.026 -0.911 -4.070
H 0.685 -1.849 -6.948
H 1.691 -0.445 -7.181
H 2.165 -1.711 -6.051
*
```

[4]
C5H7F2N | ωB97M-V with the def2-TZVPD basis set

Computed properties:
Kohn-Sham gap (spin up / spin down): 7.422 / 7.201 eV
E: -449.0580 Eh
HOMO energy (spin up / spin down): -6.93 / -6.83 eV
LUMO level (spin up / spin down): 0.49 / 0.37 eV
F_max: 2.9 eV Å⁻¹

Geometry as ORCA input:
```
! RIJCOSX wB97M-V def2-TZVPD def2/J DEFGRID3
* xyz 0 1
C 0.511 -0.913 -2.350
C 0.255 0.051 -1.390
C 0.175 -1.262 0.550
C 1.004 -0.507 -3.536
C -1.311 0.593 0.296
N -0.118 -0.173 -0.116
F 0.717 -1.036 -4.768
F 1.440 0.772 -3.806
H 0.405 -1.981 -2.313
H 0.046 1.023 -1.750
H -0.122 -1.350 1.558
H 1.068 -1.686 0.307
H -2.071 -0.164 0.639
H -1.054 1.494 0.903
H -1.786 0.998 -0.543
*
```

Looking at ΔE to the lowest compared entry with this formula, charge and spin for the records above, in order, we have 125.28 193.90 585.68 307.87 kJ/mol.